1.
C5H20FO5V | ωB97M-V/def2-TZVPD

Last column: Löwdin spin population.
CARTESIAN COORDINATES (ANGSTROEM)
V (1.25, 0.42, -3.19)  3.109
F (1.00, -0.50, -0.57)  -0.111
C (3.99, -3.88, 1.48)  0.042
O (2.56, -3.82, 1.60)  0.221
H (4.42, -3.84, 2.48)  0.015
H (4.33, -4.84, 1.10)  0.021
H (4.24, -3.09, 0.77)  0.000
H (2.29, -3.15, 0.96)  0.000
C (-2.67, -1.58, -3.14)  0.000
O (-1.97, -0.73, -4.05)  0.001
H (-3.35, -1.00, -2.51)  0.000
H (-3.17, -2.37, -3.71)  0.000
H (-1.95, -2.05, -2.48)  0.000
H (-2.53, -0.65, -4.82)  0.000
C (2.10, 3.55, 1.49)  0.037
O (0.94, 3.17, 2.18)  0.163
H (1.84, 4.31, 0.76)  0.018
H (2.65, 4.18, 2.19)  0.014
H (2.70, 2.72, 1.11)  0.000
H (0.72, 2.25, 2.00)  0.000
C (-1.73, -1.45, 3.19)  0.068
O (-0.69, -0.56, 3.06)  0.340
H (-2.53, -0.80, 3.52)  0.019
H (-2.03, -1.76, 2.19)  0.005
H (-1.50, -2.27, 3.88)  0.035
H (-0.22, -0.80, 2.26)  0.000
C (-1.94, 3.02, -1.62)  0.000
O (-0.99, 2.81, -2.65)  0.002
H (-2.87, 2.65, -2.05)  0.000
H (-1.64, 2.54, -0.69)  0.000
H (-2.18, 4.06, -1.40)  0.000
H (-1.07, 3.47, -3.34)  0.000

The total charge is +2. Its expectation value of S² is 6.061. As for the multiplicity: 5. Its energy relative to the best compared isomer or geometry (same formula, charge and spin) is 830.1 kJ/mol. For the total energy, the calculation gives -44124.739 eV. The strongest force on any atom is 0.064 hartree/bohr.

2.
C5H20IN10O5 | ωB97M-V/def2-TZVPD

Last column: Löwdin charge in e.
CARTESIAN COORDINATES (ANGSTROEM)
I (-0.79, 0.56, -0.64)  0.077
C (-0.12, 0.29, 3.95)  -0.807
O (0.18, 0.36, 5.12)  0.023
N (-1.20, -0.19, 3.42)  0.163
N (0.62, 0.91, 3.03)  0.154
H (-1.82, -0.67, 4.06)  0.120
H (-1.14, -0.42, 2.44)  0.036
H (1.31, 1.59, 3.34)  0.116
H (0.26, 0.85, 2.09)  -0.018
C (0.77, -3.33, 1.01)  -0.837
O (0.84, -3.50, -0.18)  0.060
N (0.31, -2.31, 1.65)  0.149
N (1.02, -4.17, 1.92)  0.152
H (0.17, -1.52, 1.03)  -0.011
H (0.42, -2.24, 2.65)  0.105
H (1.14, -5.14, 1.68)  0.126
H (0.72, -3.93, 2.86)  0.114
C (-1.79, -2.72, -3.20)  -0.837
O (-2.36, -3.45, -3.90)  0.063
N (-0.56, -2.30, -3.25)  0.177
N (-2.49, -2.24, -2.18)  0.133
H (-0.34, -1.90, -2.35)  0.018
H (0.10, -2.86, -3.78)  0.120
H (-3.42, -2.58, -1.96)  0.109
H (-2.13, -1.43, -1.70)  -0.092
C (-1.59, 5.24, 0.75)  -0.831
O (-2.14, 6.09, 1.39)  0.017
N (-1.96, 3.99, 0.73)  0.175
N (-0.50, 5.56, 0.13)  0.158
H (-2.70, 3.67, 1.35)  0.120
H (-1.50, 3.34, 0.11)  -0.020
H (-0.36, 6.56, 0.10)  0.117
H (0.01, 4.88, -0.41)  0.108
C (3.03, 0.36, -2.97)  -0.860
O (4.01, 0.42, -3.66)  0.025
N (2.88, 1.20, -2.04)  0.159
N (2.07, -0.50, -2.97)  0.174
H (2.11, 1.26, -1.39)  0.032
H (3.71, 1.79, -1.97)  0.121
H (1.20, -0.44, -2.47)  -0.017
H (2.05, -1.11, -3.77)  0.108

The total charge is -1. Its energy relative to the best compared isomer or geometry (same formula, charge and spin) is 330.2 kJ/mol. For the total energy, the calculation gives -38754.855 eV. The strongest force on any atom is 0.173 hartree/bohr.

3.
C5H20KO5 | ωB97M-V/def2-TZVPD

Last column: Löwdin charge in e.
CARTESIAN COORDINATES (ANGSTROEM)
K (-0.27, 0.29, 0.96)  0.886
C (-1.41, -3.01, -0.44)  -0.144
O (-0.80, -2.54, 0.74)  -0.173
H (-2.48, -2.84, -0.35)  0.090
H (-1.09, -2.46, -1.33)  0.072
H (-1.13, -4.04, -0.64)  0.093
H (-0.94, -3.22, 1.41)  0.090
C (-2.12, 1.60, -2.30)  -0.169
O (-1.22, 0.67, -1.82)  -0.163
H (-1.63, 2.48, -2.72)  0.092
H (-2.84, 1.15, -2.99)  0.090
H (-2.79, 1.85, -1.49)  0.085
H (-0.70, 0.30, -2.54)  0.086
C (-0.34, 3.67, 0.14)  -0.148
O (-0.09, 3.11, 1.41)  -0.174
H (0.00, 4.71, 0.18)  0.097
H (-0.07, 3.09, -0.74)  0.079
H (-1.43, 3.69, 0.14)  0.083
H (-0.77, 3.54, 1.93)  0.088
C (2.14, -0.78, -1.81)  -0.159
O (1.89, 0.11, -0.79)  -0.169
H (1.21, -1.28, -2.09)  0.075
H (2.60, -0.31, -2.68)  0.091
H (2.81, -1.61, -1.56)  0.091
H (2.70, 0.28, -0.31)  0.093
C (1.20, -1.47, 3.54)  -0.117
O (1.80, -0.91, 2.35)  -0.199
H (1.66, -2.42, 3.81)  0.094
H (1.28, -0.73, 4.33)  0.088
H (0.13, -1.68, 3.40)  0.067
H (2.70, -1.22, 2.28)  0.087

The total charge is +1. Its energy relative to the best compared isomer or geometry (same formula, charge and spin) is 52.5 kJ/mol. For the total energy, the calculation gives -32065.649 eV. The strongest force on any atom is 0.040 hartree/bohr.